# 1
{
  "formula": "C27H36O31S",
  "method": "ωB97M-V/def2-TZVPD",
  "charge": -2,
  "homo_energy_ev": -4.767,
  "lumo_ev": 3.43,
  "species": ["S", "O", "O", "O", "O", "C", "C", "O", "C", "O", "O", "H", "H", "H", "H", "C", "C", "O", "C", "O", "O", "H", "H", "H", "H", "C", "C", "O", "C", "O", "O", "H", "H", "H", "H", "C", "C", "O", "C", "O", "O", "H", "H", "H", "H", "C", "C", "O", "C", "O", "O", "H", "H", "H", "H", "C", "C", "O", "C", "O", "O", "H", "H", "H", "H", "C", "C", "O", "C", "O", "O", "H", "H", "H", "H", "C", "C", "O", "C", "O", "O", "H", "H", "H", "H", "C", "C", "O", "C", "O", "O", "H", "H", "H", "H"],
  "positions_angstrom": [[-7.6468, 3.8331, 17.0215], [-6.6312, 2.8449, 16.7144], [-8.3934, 3.4103, 18.2224], [-6.9618, 5.0919, 17.2954], [-8.5236, 3.9316, 15.8714], [-9.3514, -1.0222, 16.7264], [-9.8879, 0.3369, 17.2678], [-11.1374, 0.3625, 16.5715], [-11.1882, -0.4779, 15.5265], [-12.1094, -0.4393, 14.7066], [-10.1037, -1.2609, 15.5161], [-9.4369, -1.8271, 17.4565], [-8.2992, -0.8180, 16.5284], [-9.2849, 1.1923, 16.9633], [-10.0890, 0.2356, 18.3343], [-4.1815, 2.8706, 14.9674], [-4.6381, 4.3132, 14.8673], [-4.3228, 4.5681, 13.5368], [-3.6355, 3.5829, 12.9927], [-3.0605, 3.7234, 11.8232], [-3.5762, 2.5092, 13.7563], [-4.9772, 2.1692, 15.2182], [-3.3902, 2.7791, 15.7114], [-4.1016, 4.9662, 15.5556], [-5.7171, 4.2710, 15.0164], [-11.5748, 3.5457, 16.4479], [-11.3757, 3.1765, 15.0368], [-12.6618, 2.7104, 14.6432], [-13.5746, 3.0367, 15.5528], [-14.8036, 3.0585, 15.3971], [-12.9564, 3.3298, 16.7685], [-11.0966, 4.4502, 16.8238], [-11.0596, 2.8377, 17.0970], [-10.5372, 2.5539, 14.7247], [-11.1956, 4.1443, 14.5687], [-4.0003, 3.9515, 18.3446], [-4.0547, 5.3532, 18.9644], [-2.7858, 5.3441, 19.5915], [-2.0013, 4.2454, 19.1229], [-0.9064, 3.9492, 19.5480], [-2.6364, 3.7419, 18.0590], [-4.5894, 3.9516, 17.4275], [-4.3780, 3.1793, 19.0147], [-4.7408, 5.3222, 19.8109], [-4.2627, 6.2031, 18.3145], [-7.5930, 6.2606, 20.1453], [-7.9944, 7.5210, 19.3012], [-7.4917, 8.5858, 19.9726], [-6.4457, 8.1307, 20.7059], [-5.6284, 8.8854, 21.1800], [-6.5129, 6.8114, 20.8719], [-7.2403, 5.4492, 19.5087], [-8.4110, 6.0167, 20.8231], [-9.0384, 7.6996, 19.0437], [-7.4918, 7.3274, 18.3536], [-7.3219, 0.6388, 20.1975], [-6.3318, 1.7977, 19.8589], [-5.3068, 1.6316, 20.7881], [-5.7702, 0.9457, 21.8156], [-5.1129, 0.5363, 22.7372], [-6.9876, 0.3582, 21.5076], [-7.3630, -0.3108, 19.6639], [-8.3115, 1.0784, 20.0728], [-6.8687, 2.7370, 19.9918], [-6.0173, 1.6924, 18.8205], [-9.0659, 7.2867, 15.6782], [-8.1882, 6.5831, 14.6370], [-8.1486, 7.5737, 13.5961], [-8.3088, 8.7867, 14.0971], [-8.2121, 9.8228, 13.5314], [-8.7638, 8.6472, 15.4130], [-8.7693, 6.8768, 16.6436], [-10.1112, 7.0246, 15.5142], [-8.8191, 5.7684, 14.2818], [-7.1573, 6.3303, 14.8850], [-8.0095, 1.3240, 14.0930], [-8.1047, 2.4689, 13.0758], [-7.2673, 1.9640, 12.0651], [-6.9952, 0.6018, 12.2863], [-6.3072, -0.1323, 11.6012], [-7.6062, 0.2229, 13.3408], [-8.9620, 1.0581, 14.5514], [-7.2487, 1.4785, 14.8582], [-7.4657, 3.2904, 13.3998], [-9.1406, 2.6764, 12.8076], [-10.5461, 4.0579, 20.4859], [-11.9613, 3.7626, 19.9505], [-12.7655, 3.9705, 21.0619], [-12.0205, 4.4425, 22.0989], [-12.4365, 4.8213, 23.2098], [-10.7444, 4.3177, 21.8418], [-9.9451, 4.8242, 19.9964], [-9.9428, 3.1536, 20.4063], [-12.0902, 2.8004, 19.4548], [-12.2569, 4.5292, 19.2342]],
  "forces_ev_per_angstrom": [[0.15, -0.35, 1.15], [1.70, -2.07, -0.37], [-0.85, -0.17, 0.72], [0.40, 1.85, 0.23], [-1.83, 0.46, -1.55], [0.88, 1.39, 0.34], [-0.48, -1.85, -0.82], [-0.93, 0.82, 0.25], [-2.32, 0.98, -1.65], [2.70, -0.67, 2.03], [0.43, -0.36, 0.45], [-0.31, -0.16, -0.35], [0.02, -0.69, -0.55], [0.02, 0.09, 0.40], [0.12, 0.57, -0.07], [0.42, -1.23, 2.73], [-0.80, -1.60, 0.59], [0.14, 1.39, -1.37], [3.32, 1.01, -6.78], [-2.85, -1.04, 5.75], [0.13, 0.45, -1.23], [-0.01, 0.21, -0.08], [-0.16, -0.18, 0.28], [-0.23, 0.20, -0.20], [0.07, 0.83, 0.16], [1.69, -2.09, 3.61], [0.08, 1.86, -1.19], [-0.47, -0.13, -0.69], [-2.94, 0.10, 1.14], [3.70, -0.25, 0.34], [-0.72, 0.79, -2.14], [-0.80, 0.67, -0.62], [0.22, -0.26, -0.03], [-0.51, -0.43, 0.55], [-0.02, -0.09, -0.86], [-2.24, 0.95, -1.48], [-0.26, -1.84, 1.18], [2.60, -0.95, 0.21], [1.08, 2.21, 0.65], [-2.13, 0.50, -0.68], [0.65, -0.77, 0.50], [0.08, -0.45, 0.15], [0.20, 0.14, 0.02], [-0.43, 0.39, -0.40], [0.41, -0.13, -0.12], [-1.41, 1.19, -0.65], [-0.84, -2.98, -2.08], [1.25, 1.22, 1.06], [0.70, 2.03, 1.02], [-0.70, -1.28, -0.39], [0.99, 0.05, 0.54], [-0.32, -0.02, 0.09], [0.30, -0.42, 0.25], [-0.13, -0.33, 0.48], [0.23, 0.52, -0.29], [-0.60, 1.39, -1.06], [-1.87, -1.06, -1.73], [0.68, 0.76, 0.45], [0.71, -3.60, 0.40], [-0.71, 1.35, -0.11], [0.51, 0.69, 1.97], [0.75, 0.12, -0.53], [-0.26, -0.09, 0.41], [0.26, 0.09, -0.09], [0.39, 0.43, 0.16], [1.47, -1.18, -0.41], [-1.49, -0.15, -0.45], [0.60, 0.02, -0.95], [-1.39, -0.83, 1.55], [0.33, 0.37, -0.07], [0.06, 0.95, -0.05], [0.07, 0.77, 0.25], [-0.17, 0.48, -0.15], [0.96, -0.36, -0.21], [-0.39, -0.19, 0.41], [-0.78, 0.82, 1.41], [1.54, -0.30, 1.48], [0.75, -2.25, -1.91], [1.63, 0.46, -3.25], [-1.07, 1.75, 0.65], [-0.83, -1.88, 1.41], [0.08, 0.19, 0.08], [-0.25, 0.41, 0.19], [-1.29, 0.63, 0.53], [0.28, 0.26, -0.49], [0.91, -1.83, -1.39], [0.99, 1.43, -1.57], [-0.97, 0.35, 2.01], [-2.01, 0.21, 3.75], [0.61, -1.04, -3.63], [0.85, 0.86, 0.52], [-0.53, 0.16, -0.04], [0.18, 0.05, 0.00], [-0.07, -0.14, 0.52], [0.06, -0.13, -0.33]]
}

=====

# 2
{
  "formula": "C31H34ClF7NO23",
  "method": "ωB97M-V/def2-TZVPD",
  "charge": 1,
  "homo_energy_ev": -12.155,
  "lumo_ev": -4.13,
  "species": ["C", "C", "O", "C", "C", "C", "C", "C", "N", "C", "C", "C", "O", "Cl", "H", "H", "H", "H", "H", "H", "H", "H", "H", "H", "H", "H", "H", "C", "C", "O", "C", "O", "O", "F", "H", "H", "H", "C", "C", "O", "C", "O", "O", "F", "H", "H", "H", "C", "C", "O", "C", "O", "O", "F", "H", "H", "H", "C", "C", "O", "C", "O", "O", "F", "H", "H", "H", "C", "C", "O", "C", "O", "O", "F", "H", "H", "H", "C", "C", "O", "C", "O", "O", "F", "H", "H", "H", "C", "C", "O", "C", "O", "O", "F", "H", "H", "H"],
  "positions_angstrom": [[3.6730, -3.4433, 0.8639], [4.9075, -2.5553, 0.9319], [4.8844, -1.5409, -0.0687], [5.7007, -1.8221, -1.1626], [7.1732, -1.7394, -0.8193], [8.0351, -2.6854, -1.3570], [9.3812, -2.6696, -1.0256], [9.8364, -1.7117, -0.1581], [8.9794, -0.8018, 0.3272], [7.6614, -0.7739, 0.0457], [6.8457, 0.2797, 0.7206], [5.9970, 1.0775, -0.2406], [6.1476, 1.0473, -1.4509], [4.7683, 2.1157, 0.4833], [2.7859, -2.8613, 0.7229], [3.6391, -4.0348, 1.7746], [3.8164, -4.1387, 0.0429], [5.7818, -3.2066, 0.8702], [4.9585, -2.0805, 1.9088], [5.4514, -1.1880, -2.0033], [5.5171, -2.8446, -1.5041], [7.6446, -3.4426, -2.0151], [10.0387, -3.4251, -1.4164], [10.8645, -1.6709, 0.1505], [9.3365, -0.1199, 0.9835], [6.2664, -0.1070, 1.5501], [7.5426, 0.9988, 1.1576], [1.3177, 1.9808, -0.9599], [1.1369, 3.4418, -1.2788], [-0.1235, 3.4659, -1.9283], [-0.8425, 2.4171, -1.4173], [-2.0130, 2.2931, -1.5329], [-0.0324, 1.5514, -0.7587], [2.0849, 3.8859, -2.1439], [1.7555, 1.4317, -1.7952], [1.9179, 1.8137, -0.0704], [1.1087, 4.0925, -0.4033], [-1.6925, -2.4746, 1.1098], [-1.0183, -1.2746, 0.4944], [0.3053, -1.7597, 0.2659], [0.2034, -3.1066, 0.0736], [1.0600, -3.7847, -0.3923], [-0.9976, -3.5621, 0.4801], [-0.9626, -0.2299, 1.3531], [-1.5387, -2.5211, 2.1889], [-2.7527, -2.5166, 0.9010], [-1.4530, -0.9422, -0.4486], [-6.8588, -2.0818, 1.9068], [-5.6626, -1.5203, 2.6360], [-4.6604, -1.5415, 1.6301], [-5.3035, -1.4107, 0.4347], [-4.7629, -1.1323, -0.5833], [-6.6254, -1.6428, 0.5646], [-5.2771, -2.3213, 3.6633], [-6.8788, -3.1724, 1.9340], [-7.8031, -1.6979, 2.2828], [-5.7886, -0.5010, 2.9986], [-6.5094, 2.1590, -2.2924], [-7.8442, 2.6840, -1.8217], [-8.1130, 1.8691, -0.6966], [-6.9062, 1.4955, -0.1840], [-6.7511, 1.0231, 0.8919], [-5.9137, 1.7353, -1.0638], [-8.8221, 2.4949, -2.7491], [-6.6196, 1.3020, -2.9584], [-5.9015, 2.9143, -2.7808], [-7.8372, 3.7320, -1.5183], [-11.5831, 2.1971, -3.7193], [-11.9553, 0.7475, -3.9137], [-13.2188, 0.6698, -3.2817], [-13.7930, 1.9078, -3.3779], [-14.9368, 2.1351, -3.1904], [-12.8647, 2.8364, -3.7252], [-11.0889, -0.0850, -3.2826], [-11.0968, 2.3675, -2.7626], [-10.9510, 2.5845, -4.5142], [-12.0522, 0.4392, -4.9563], [-1.6849, 5.9363, -0.2587], [-2.9198, 6.3850, 0.4816], [-3.0822, 5.3620, 1.4473], [-1.8422, 4.8612, 1.7172], [-1.5720, 4.1876, 2.6489], [-0.9480, 5.2567, 0.7667], [-4.0087, 6.4124, -0.3254], [-1.9187, 5.2377, -1.0633], [-1.1108, 6.7658, -0.6644], [-2.8242, 7.3487, 0.9845], [10.7661, -4.5310, 3.9355], [10.6522, -3.0899, 3.4997], [9.4442, -3.0902, 2.7566], [8.6568, -4.0886, 3.2784], [7.4983, -4.1911, 3.0691], [9.3893, -4.9128, 4.0550], [11.6715, -2.7229, 2.6757], [11.2502, -5.1485, 3.1777], [11.2891, -4.6508, 4.8801], [10.5760, -2.3723, 4.3177]],
  "forces_ev_per_angstrom": [[1.27, -0.01, -0.04], [-0.56, -0.66, 0.64], [0.17, 0.55, -0.12], [-0.02, -0.92, 0.04], [-0.50, 0.01, -0.30], [0.29, 0.46, 0.39], [-0.21, -0.13, -0.06], [0.02, -0.26, -0.26], [-0.01, -0.06, 0.09], [0.06, -0.38, -0.20], [0.39, 0.62, 0.18], [-0.16, -0.04, -2.93], [-0.25, 0.16, 2.83], [0.53, -0.38, 0.03], [-0.35, 0.15, 0.02], [-0.21, -0.04, 0.14], [-0.43, -0.08, -0.23], [0.32, 0.23, -0.20], [0.01, 0.36, 0.06], [-0.05, 0.41, 0.02], [-0.02, -0.13, -0.07], [-0.08, -0.15, -0.13], [0.27, 0.00, -0.02], [0.13, 0.21, 0.22], [0.05, 0.06, 0.00], [-0.26, -0.18, -0.01], [-0.03, 0.20, 0.14], [0.12, -0.32, 0.23], [0.17, 0.11, -0.42], [0.03, -0.16, 0.57], [-0.12, -0.13, -0.06], [-0.07, 0.03, -0.05], [0.06, 0.32, -0.24], [-0.06, 0.05, 0.05], [0.01, 0.14, -0.09], [-0.23, -0.10, 0.12], [0.06, 0.09, -0.07], [-0.29, -0.17, 0.02], [0.08, 0.21, 0.33], [-0.23, -0.14, -0.31], [-0.05, -0.18, 0.02], [-0.10, 0.03, -0.08], [0.10, 0.25, 0.01], [0.10, -0.11, -0.02], [0.10, 0.14, -0.01], [0.04, -0.18, -0.17], [0.00, 0.12, 0.04], [-0.44, 0.07, 0.00], [0.11, -0.27, 0.16], [-0.36, 0.30, 0.08], [-0.15, 0.06, -0.35], [0.18, -0.14, -0.06], [0.30, -0.37, 0.18], [0.07, 0.05, -0.09], [0.16, 0.00, 0.10], [0.00, 0.15, -0.20], [0.05, -0.02, 0.08], [0.28, 0.07, -0.20], [-0.15, -0.31, -0.12], [0.22, 0.32, 0.08], [0.15, -0.20, -0.02], [-0.05, 0.10, 0.23], [-0.23, 0.15, -0.03], [0.14, 0.04, 0.11], [-0.17, -0.01, 0.03], [0.16, 0.02, 0.18], [-0.13, 0.02, -0.09], [0.05, 0.29, -0.20], [0.05, -0.10, 0.40], [0.02, 0.18, -0.38], [-0.11, 0.10, 0.13], [-0.03, -0.01, 0.06], [0.07, -0.28, -0.03], [-0.07, -0.01, -0.04], [-0.04, -0.18, 0.08], [-0.17, 0.12, -0.06], [0.08, -0.11, 0.03], [0.33, 0.17, -0.34], [-0.25, -0.29, -0.14], [0.39, 0.26, 0.09], [-0.05, -0.19, 0.08], [0.03, -0.09, 0.00], [-0.31, 0.06, -0.06], [0.01, -0.01, 0.08], [-0.19, 0.00, 0.06], [0.15, -0.04, 0.16], [-0.12, 0.04, -0.04], [0.14, -0.20, 0.26], [0.12, -0.14, -0.28], [0.06, 0.14, 0.33], [-0.20, -0.30, 0.02], [-0.05, 0.07, -0.17], [0.12, 0.31, -0.15], [-0.13, 0.08, -0.03], [0.02, 0.13, -0.10], [-0.21, -0.06, 0.09], [0.12, 0.07, -0.06]]
}

=====

# 3
{
  "formula": "C2HBr2Cl3",
  "method": "ωB97M-V/def2-TZVPD",
  "charge": 0,
  "smiles": "ClC(Cl)(Cl)C(Br)Br",
  "homo_energy_ev": -10.188,
  "lumo_ev": -1.03,
  "species": ["Cl", "C", "Cl", "Cl", "C", "Br", "Br", "H"],
  "positions_angstrom": [[1.5469, -0.9940, -1.7412], [1.7149, -0.5945, -0.0406], [1.2272, -2.2476, 0.8162], [3.2614, -0.1845, 0.5013], [0.6407, 0.3551, 0.1922], [0.2611, 0.4457, 2.3944], [1.2366, 2.1091, -0.2226], [-0.2317, 0.0294, -0.3763]],
  "forces_ev_per_angstrom": [[0.73, 0.03, -0.86], [-0.46, -3.62, 0.56], [0.36, 1.18, -0.60], [1.09, 0.15, 0.13], [-1.07, 1.56, 2.96], [0.12, -0.10, -2.52], [-0.53, 0.35, -0.41], [-0.23, 0.44, 0.75]]
}